Entry from the Open Molecules 2025 dataset: a 2-piece molecular cluster, C2HOS2 overall in a non-equilibrium geometry (ωB97M-V/def2-TZVPD).

- orbital gap (eV) = 6.1139
- total charge = -1
- molar mass (g mol⁻¹) = 105.2
- relative energy (zero: lowest compared OMol25 entry of this formula, charge and spin) (kcal per mole) = 42.9
- E_HOMO (eV) = -3.15

Geometry (Å):
1 C -0.030 -0.436 -2.248
2 C -0.164 -0.185 1.222
3 O -0.187 -0.646 2.377
4 S -0.818 1.318 0.754
5 S 0.873 0.745 -2.670
6 H 0.327 -0.796 0.565

---

Entry from the Open Molecules 2025 dataset: a 2-piece molecular cluster, C2I2N2O2 overall in a non-equilibrium geometry (ωB97M-V/def2-TZVPD).

- orbital gap (spin up / spin down) (eV) = 7.6201 / 7.6192
- molar mass (g mol⁻¹) = 337.8
- relative energy (zero: lowest compared OMol25 entry of this formula, charge and spin) (kcal per mole) = 56.3
- E_HOMO (spin up / spin down) (eV) = -8.97 / -8.97

Geometry (Å):
1 O -0.963 1.539 -1.809
2 N -0.001 1.479 -1.092
3 C 0.606 0.999 -0.220
4 I 2.444 0.899 0.480
5 O 0.344 -2.490 -0.511
6 N -0.223 -1.769 0.197
7 C -0.462 -0.722 0.770
8 I -1.745 0.066 2.184

---

Entry from the Open Molecules 2025 dataset: C2N2O2P as an isolated structure in a non-equilibrium geometry (ωB97M-V/def2-TZVPD).

- orbital gap (spin up / spin down) (eV) = 6.5376 / 5.8293
- total charge = -1
- 2S+1 = 3
- molar mass (g mol⁻¹) = 115.0
- E_HOMO (spin up / spin down) (eV) = -2.20 / -6.64

Geometry (Å):
1 C -0.264 1.590 0.908
2 C -0.230 -0.794 -1.086
3 N -1.188 2.272 0.987
4 N -0.442 -1.389 -2.045
5 O 2.095 -0.540 -0.102
6 O 0.273 -1.373 1.570
7 P 0.733 -0.541 0.442

---

Entry from the Open Molecules 2025 dataset: C2N2OS2 in the gas phase in a non-equilibrium geometry (ωB97M-V/def2-TZVPD).

- orbital gap (eV) = 8.1469
- molar mass (g mol⁻¹) = 132.2
- relative energy (zero: lowest compared OMol25 entry of this formula, charge and spin) (kcal per mole) = 40.9
- E_HOMO (eV) = -9.87

Geometry (Å):
1 N -1.764 1.927 1.256
2 C -0.922 1.323 0.762
3 N 0.181 0.691 0.329
4 O 0.081 0.153 -0.956
5 C 0.692 -1.000 -0.733
6 S 1.029 -2.177 -1.779
7 S 0.702 -0.916 1.122

---

no.,electronic energy (eV)
1,-25806.960
2,-25342.886
3,-18434.879
4,-28767.647